# 1
ORCA calculation (ωB97M-V/def2-TZVPD) on a 2-piece molecular cluster, C5H7N2O6 overall.

The geometry in ORCA input format:
```
! wB97M-V def2-TZVPD RIJCOSX def2/J DEFGRID3
* xyz -1 1
C 0.8546 1.3364 -0.1806
C 0.6362 -1.5738 -0.2046
C 0.7810 2.5194 -1.0382
C 1.7708 -2.5325 0.1441
C -0.9352 -0.2073 0.6663
N -2.1101 -0.5912 0.3181
N -3.1749 0.1507 0.3634
O -3.2285 1.1858 0.9948
O 1.8318 0.8955 0.3834
O 0.4396 -1.1748 -1.3069
O -4.1487 -0.4229 -0.2275
O -0.4156 0.9205 -0.1166
O -0.0953 -1.2391 0.8253
H -0.2694 2.4658 -1.3897
H 1.0639 3.4871 -0.5338
H 1.4307 2.3814 -1.9937
H 1.5359 -2.9766 1.1065
H 2.6896 -1.9471 0.3728
H 2.0529 -3.3113 -0.5827
H -0.7093 0.6340 2.3997
*
```

For the strongest force on any atom, the calculation gives 0.098 Eh/bohr. Its HOMO energy (alpha / beta) is -4.29 / -4.29 eV. The energy relative to the best compared isomer or geometry (same formula, charge and spin) is 97.8 kcal/mol.

***

# 2
ORCA calculation (ωB97M-V/def2-TZVPD) on C29H53ClFNO19 as an isolated structure.

The geometry in ORCA input format:
```
! wB97M-V def2-TZVPD RIJCOSX def2/J DEFGRID3
* xyz 0 1
C -2.9871 0.4302 2.6461
C -1.8320 0.7380 1.6597
C -1.0764 2.0561 1.9812
N -0.2275 2.5757 0.8225
C 0.7287 1.5343 0.3880
C -1.1035 2.9686 -0.4172
C -0.3297 4.1376 -0.8927
C 0.6157 4.7138 0.1355
C 0.5474 3.8196 1.3232
H -3.6918 1.2390 2.4530
H -2.7313 0.3450 3.7022
H -3.4787 -0.5033 2.3722
H -2.2446 0.6873 0.6521
H -1.2423 -0.1738 1.7544
H -0.3737 2.1155 2.8124
H -1.8014 2.8421 2.1925
H 1.4184 1.4369 1.2264
H 1.3333 1.9206 -0.4325
H 0.1552 0.6286 0.1905
H -1.1931 2.1301 -1.1079
H -2.0557 3.2719 0.0179
H 0.2830 3.8377 -1.7428
H -0.8699 4.9397 -1.3956
H 1.6364 4.8305 -0.2285
H 0.2349 5.6786 0.4705
H 1.4463 3.6801 1.9237
H -0.0877 4.2532 2.0957
Cl 0.4189 -1.6839 0.4909
O -0.2582 -2.8202 0.9664
O 1.7114 -2.0583 -0.0472
O -0.3368 -0.9727 -0.4865
O 0.6961 -0.7477 1.5723
C 1.7573 4.0564 -2.7750
O 2.4497 2.8194 -2.5448
C 1.6752 1.8098 -2.1363
O 0.4603 1.8777 -2.0618
O 2.3968 0.7520 -1.8096
C 1.8048 -0.2034 -0.9465
H 2.4766 4.5809 -3.4039
H 1.5829 4.5819 -1.8361
H 0.7980 4.1346 -3.2867
H 1.9236 -0.0521 0.1264
H 2.3442 -1.1465 -1.0339
H 0.7713 -0.4236 -1.2141
C -2.1658 -1.8736 1.8079
O -2.6566 -1.2373 0.6591
C -2.8393 -2.0115 -0.4388
O -2.7279 -3.2558 -0.5713
O -2.9469 -1.2854 -1.5647
C -3.0357 0.1380 -1.6112
H -1.2109 -1.5856 2.2475
H -1.9912 -2.9490 1.7746
H -2.7718 -1.7987 2.7108
H -3.7833 0.4614 -0.8870
H -3.3503 0.4673 -2.6015
H -2.1186 0.6446 -1.3103
C 0.7901 0.4671 4.1904
O 1.3148 -0.7608 3.6854
C 1.9718 -1.6064 4.5424
O 2.3345 -1.3176 5.6763
O 2.0674 -2.8872 3.9662
C 1.7309 -3.2023 2.6335
H 0.2047 0.8812 3.3694
H 1.6116 1.1748 4.3014
H 0.2665 0.4057 5.1445
H 2.3069 -2.5339 1.9935
H 0.7128 -2.9580 2.3305
H 2.0486 -4.2450 2.6259
C 0.9142 -3.7427 -1.4194
O -0.1251 -3.7956 -2.4525
C -1.4089 -4.1449 -2.3816
O -1.9999 -4.7030 -1.4190
O -2.1401 -3.8357 -3.4412
C -1.6987 -3.1850 -4.6186
H 1.7560 -3.1819 -1.8257
H 1.1354 -4.7803 -1.1695
H 0.6245 -3.3248 -0.4553
H -1.4060 -3.8643 -5.4191
H -0.9163 -2.5090 -4.2737
H -2.4788 -2.5078 -4.9664
C -0.3569 -0.7692 -2.6537
O -1.4560 -1.1735 -3.4084
C -2.3080 -0.2637 -3.9351
O -2.1953 1.0015 -3.8734
O -3.1448 -0.8786 -4.7230
C -4.4089 -0.4006 -5.0299
H 0.3906 -1.5520 -2.7826
H -0.6838 -0.7375 -1.6144
H 0.0765 0.1849 -2.9539
H -5.0771 -1.1602 -5.4357
H -4.3900 0.4107 -5.7577
H -4.9964 0.0185 -4.2131
F 5.1368 -2.3483 1.6330
C 4.5344 -1.2304 2.1343
C 5.2520 -0.3563 2.9759
C 4.6317 0.8502 3.3865
C 3.2889 1.1434 3.1268
C 2.5954 0.2027 2.3269
C 3.1854 -0.9232 1.8287
H 6.1958 -0.6813 3.3882
H 5.1514 1.6617 3.8742
H 2.6964 2.0129 3.3701
H 1.5515 0.3647 2.1023
H 2.5671 -1.5716 1.2256
*
```

For the strongest force on any atom, the calculation gives 0.206 Eh/bohr. Its HOMO energy is -7.95 eV.

***

# 3
ORCA calculation (ωB97M-V/def2-TZVPD) on C15H14BF2O5PdS as an isolated structure.

The geometry in ORCA input format:
```
! wB97M-V def2-TZVPD RIJCOSX def2/J DEFGRID3
* xyz -1 1
Pd 2.0260 0.0587 1.1218
C 1.4013 3.2082 -1.8364
C 1.8911 2.6589 -0.5087
O 2.7660 1.8032 -0.5458
C 1.3234 3.2110 0.7456
C 0.4610 4.3170 0.6635
C -0.0130 4.9852 1.7694
C 0.3877 4.5478 3.0372
C 1.2044 3.4539 3.1680
C 1.6759 2.7177 2.0492
O 2.3898 1.6605 2.2930
H 1.9567 2.7044 -2.6222
H 1.5392 4.2873 -1.9125
H 0.3384 2.9882 -1.9547
H 0.1612 4.6707 -0.3136
H -0.6750 5.8337 1.6556
H 0.0395 5.0626 3.9259
H 1.4983 3.0837 4.1422
F 1.6176 -1.5638 3.5057
B 2.4779 -0.9312 2.6948
F 3.7371 -0.9560 3.1564
C -3.7036 -5.2603 -1.5331
C -2.6177 -4.2232 -1.4225
C -1.3120 -4.5141 -1.8139
C -0.3165 -3.5545 -1.7455
C -0.6194 -2.2851 -1.2737
C -1.9075 -1.9778 -0.8739
C -2.8997 -2.9465 -0.9516
S 0.6633 -1.0527 -1.1895
O 1.2740 -1.0395 -2.4942
O 0.0349 0.1896 -0.7584
O 1.5681 -1.5753 -0.1093
H -3.2949 -6.2690 -1.4699
H -4.2261 -5.1755 -2.4892
H -4.4444 -5.1425 -0.7418
H -1.0743 -5.5082 -2.1763
H 0.6959 -3.7783 -2.0556
H -2.1166 -0.9840 -0.5016
H -3.9082 -2.7047 -0.6345
*
```

For the strongest force on any atom, the calculation gives 0.010 Eh/bohr. Its HOMO energy is -4.81 eV. The energy relative to the best compared isomer or geometry (same formula, charge and spin) is 2.1 kcal/mol.

***

# 4
ORCA calculation (ωB97M-V/def2-TZVPD) on a 3-piece molecular cluster, C19H34BrO7P overall.

The geometry in ORCA input format:
```
! wB97M-V def2-TZVPD RIJCOSX def2/J DEFGRID3
* xyz 0 1
C 5.6386 1.1960 1.7436
C 4.4382 0.4989 1.0901
C 3.1763 0.8242 1.8649
C 1.9657 -0.0013 1.4690
C 0.7975 0.1974 2.4828
C -0.5418 0.4967 1.8639
C -0.8462 1.5585 1.0915
P 0.4216 2.8593 0.7748
O 0.4148 3.6885 2.1952
Br -0.5638 4.3301 -0.5785
C -2.2254 1.6165 0.5227
O -2.4759 2.0909 -0.5704
C -3.3106 0.9914 1.3200
C -3.0004 -0.0542 2.0897
C -1.6048 -0.5153 2.1706
O -1.3320 -1.6554 2.4916
H 6.5495 1.0803 1.1741
H 5.7497 0.7814 2.7394
H 5.3940 2.2440 1.8892
H 4.3515 0.7819 0.0450
H 4.6374 -0.5684 1.1260
H 2.9752 1.8888 1.8066
H 3.3899 0.6107 2.9135
H 2.2166 -1.0521 1.3973
H 1.6174 0.3102 0.4900
H 1.0536 0.9563 3.2115
H 0.6809 -0.7514 2.9903
H -0.2685 4.3676 2.1663
H -4.3150 1.3571 1.2144
H -3.7740 -0.5653 2.6395
C 2.9456 3.7656 -6.1189
O 1.6116 3.7655 -5.6461
C 1.1730 2.4906 -5.2014
C 1.1955 2.3856 -3.6940
O 2.5220 2.4306 -3.1857
C 2.8595 3.6937 -2.6410
H 3.2478 4.8033 -6.2502
H 3.6251 3.2864 -5.4101
H 3.0110 3.2560 -7.0865
H 1.7811 1.6974 -5.6461
H 0.1429 2.3634 -5.5488
H 0.7680 1.4211 -3.4009
H 0.5831 3.1737 -3.2468
H 2.3416 3.8424 -1.6883
H 2.6077 4.5076 -3.3254
H 3.9339 3.7070 -2.4620
C -4.9443 -4.6772 -0.3352
O -3.5929 -4.8634 0.0398
C -3.1698 -3.9849 1.0739
C -3.1343 -4.6755 2.4166
O -4.4373 -5.0366 2.8563
C -4.7322 -6.4078 2.6679
H -5.2248 -5.5081 -0.9805
H -5.6068 -4.6655 0.5338
H -5.0632 -3.7428 -0.8953
H -3.8165 -3.1030 1.1185
H -2.1601 -3.6500 0.8226
H -2.7202 -3.9836 3.1547
H -2.4839 -5.5539 2.3736
H -4.1715 -7.0240 3.3793
H -4.5050 -6.7330 1.6498
H -5.7969 -6.5444 2.8515
*
```

For the strongest force on any atom, the calculation gives 0.020 Eh/bohr. Its HOMO energy is -9.14 eV. The SMILES is CCCCCC1=C(P(O)Br)C(=O)C=CC1=O.COCCOC.COCCOC.

***

# 5
ORCA calculation (ωB97M-V/def2-TZVPD) on C54H111O28PS12 as an isolated structure.

The geometry in ORCA input format:
```
! wB97M-V def2-TZVPD RIJCOSX def2/J DEFGRID3
* xyz 0 1
C 4.0123 2.7415 -4.1173
C 4.3800 3.4939 -2.8418
C 3.1345 3.3433 -1.9881
S 2.4204 1.6565 -2.1275
O 0.9469 1.6998 -2.2141
O 3.1244 0.8595 -1.1048
C 3.3385 1.4415 -3.8001
H 4.8277 2.6440 -4.8341
H 3.1847 3.2509 -4.6108
H 4.7749 4.4885 -3.0491
H 5.1136 3.0274 -2.1843
H 2.3704 3.9315 -2.4963
H 3.0036 3.5824 -0.9327
H 2.6477 1.1433 -4.5888
H 3.9911 0.5999 -3.5678
C 1.5442 -0.5455 4.2352
C 2.0837 0.8714 3.9120
C 0.8282 1.7560 3.7932
S -0.6833 0.9482 4.5554
O -1.6004 0.4292 3.5523
O -1.1410 1.7459 5.7111
C 0.3336 -0.4460 5.1698
H 2.3645 -1.0915 4.7011
H 1.3319 -1.0981 3.3200
H 2.7377 0.8148 3.0419
H 2.6091 1.2359 4.7947
H 0.6992 2.2862 2.8497
H 1.0405 2.6065 4.4410
H -0.2963 -1.2386 5.5736
H 0.7323 0.0305 6.0654
C 5.1307 3.8823 0.8845
C 5.5048 2.6092 0.1847
C 4.5148 1.4826 0.5788
S 3.7209 1.9770 2.2451
O 4.2153 1.1881 3.3714
O 2.2792 2.1855 2.1640
C 4.7264 3.5528 2.3286
H 4.2809 4.3557 0.3926
H 5.9297 4.6216 0.8295
H 6.4937 2.3238 0.5437
H 5.5953 2.7770 -0.8885
H 5.0224 0.5383 0.7759
H 3.6595 1.3699 -0.0875
H 5.6688 3.2478 2.7835
H 4.1385 4.2687 2.9030
C -4.0167 -2.3593 -4.3842
C -2.6721 -1.7397 -4.0261
C -2.8712 -0.9893 -2.7163
S -3.8519 -2.1604 -1.6902
O -4.6677 -1.4044 -0.7507
O -3.0829 -3.3444 -1.2302
C -4.8754 -2.5625 -3.1141
H -3.9257 -3.2896 -4.9449
H -4.5529 -1.6056 -4.9607
H -2.3665 -0.9779 -4.7433
H -1.9109 -2.5142 -3.9323
H -3.6033 -0.1893 -2.8267
H -1.9733 -0.6786 -2.1820
H -5.7434 -1.9046 -3.0719
H -5.2953 -3.5476 -2.9106
C -0.7691 5.5328 -2.0104
C -0.0294 4.1749 -2.3361
C -0.1591 3.3001 -1.1386
S -1.9556 3.5092 -0.8069
O -2.1747 3.7222 0.6507
O -2.7845 2.5067 -1.4695
C -2.2369 5.1404 -1.7257
H -0.8188 6.3308 -2.7513
H -0.2668 5.9688 -1.1468
H 1.0090 4.5000 -2.4001
H -0.4268 3.7294 -3.2481
H 0.3308 3.7094 -0.2551
H -0.0721 2.2302 -1.3280
H -2.8693 5.8220 -1.1568
H -2.8074 4.7997 -2.5898
C -0.5176 -3.8926 -1.1411
C -0.5097 -2.7853 -2.1183
C -0.3609 -3.3904 -3.5574
S 0.5647 -4.8970 -3.4192
O 1.9308 -4.7354 -3.9176
O -0.2448 -6.0337 -3.9085
C 0.5358 -4.8753 -1.6202
H -1.5006 -4.3260 -0.9571
H -0.2331 -3.5253 -0.1551
H 0.2854 -2.1069 -1.8090
H -1.4023 -2.1612 -2.0749
H 0.1429 -2.6497 -4.1784
H -1.3438 -3.6786 -3.9302
H 1.5425 -4.5097 -1.4177
H 0.3929 -5.9120 -1.3151
C -0.8596 1.5626 0.8640
C 0.6482 1.3664 0.9713
C 1.0609 0.4530 -0.2215
S -0.2894 -0.8091 -0.2943
O 0.2539 -1.9961 0.4272
O -0.9115 -0.8131 -1.6401
C -1.5453 0.1699 0.7615
H -1.0305 2.1136 -0.0607
H -1.1750 2.1374 1.7348
H 0.9152 0.9530 1.9439
H 1.1851 2.3001 0.8037
H 2.0962 0.1825 -0.4292
H 0.7966 1.1908 -0.9791
H -1.6273 -0.2524 1.7630
H -2.4857 0.2507 0.2163
C -2.4005 -4.1450 0.9590
C -1.9387 -2.6879 0.9208
C -3.0034 -1.7874 1.5701
S -4.6216 -2.6662 1.6129
O -5.5816 -1.9496 0.7420
O -4.8967 -3.0117 2.9684
C -3.9760 -4.1268 0.7984
H -2.0833 -4.5550 1.9178
H -1.9815 -4.7264 0.1377
H -1.9543 -2.3149 -0.1033
H -1.0306 -2.4882 1.4896
H -3.2049 -0.8813 0.9987
H -2.6731 -1.6319 2.5971
H -4.1488 -3.9667 -0.2659
H -4.5525 -5.0172 1.0491
C 0.3598 0.5071 -5.1490
C -0.1211 0.0204 -3.7444
C -1.0854 1.1479 -3.1663
S -1.9808 1.8785 -4.6286
O -1.8650 3.3525 -4.6561
O -3.2498 1.2104 -4.7249
C -0.9230 1.0853 -5.9352
H 0.8978 -0.3163 -5.6188
H 1.1078 1.2847 -4.9947
H 0.7205 -0.1084 -3.0639
H -0.6243 -0.9335 -3.9022
H -0.3825 1.8331 -2.6923
H -1.8321 0.8168 -2.4446
H -0.7924 1.9439 -6.5939
H -1.5224 0.2750 -6.3501
C -3.9171 3.4820 4.5412
C -4.0883 2.9182 3.1838
C -3.0759 3.7220 2.2932
S -1.6367 4.0993 3.3998
O -1.4254 5.5284 3.5160
O -0.5074 3.1997 3.0990
C -2.4305 3.4291 4.8657
H -4.4664 2.9286 5.3028
H -4.3320 4.4899 4.5490
H -5.1234 2.9419 2.8433
H -3.8625 1.8542 3.1125
H -3.4339 4.6405 1.8281
H -2.7305 3.1152 1.4561
H -1.9879 3.7766 5.7992
H -2.1575 2.3743 4.8978
C -4.8156 2.7126 -0.9497
C -5.9045 1.6669 -1.1754
C -5.4855 0.4273 -0.4175
S -4.8775 1.0831 1.2010
O -3.7432 0.3298 1.7098
O -6.0636 1.2549 2.0321
C -4.3837 2.8118 0.5423
H -5.2434 3.6939 -1.1553
H -4.0473 2.4991 -1.6928
H -6.0691 1.3949 -2.2180
H -6.8496 2.0650 -0.8060
H -4.5711 0.0998 -0.9122
H -6.1413 -0.4273 -0.2510
H -3.3080 2.8522 0.7135
H -4.7964 3.6577 1.0921
C 0.0787 -5.4962 2.5778
C 1.2341 -4.5707 2.2446
C 0.7699 -3.1346 2.6367
S -0.4688 -3.3098 3.9691
O -1.7080 -2.7058 3.4652
O 0.1469 -2.8519 5.2262
C -0.5566 -5.2211 3.9070
H 0.3445 -6.5393 2.4067
H -0.6646 -5.2887 1.8079
H 1.4154 -4.6917 1.1766
H 2.1250 -4.6938 2.8604
H 0.3657 -2.5428 1.8153
H 1.5326 -2.4966 3.0831
H -1.5891 -5.5316 4.0673
H 0.1785 -5.6670 4.5769
C 1.8713 -1.8744 -1.5329
C 3.3116 -1.4204 -1.7988
O 4.0788 -1.3250 -0.5925
P 4.7397 -2.6305 0.1851
O 4.1845 -3.9628 -0.2540
O 6.3634 -2.4943 0.0607
C 7.1713 -3.3878 0.7987
C 8.5557 -2.7649 0.8628
O 4.4742 -2.2239 1.7698
C 3.1945 -1.9573 2.1578
C 3.0737 -0.4992 2.7024
H 1.4823 -1.0433 -0.9445
H 1.4059 -2.0237 -2.5072
H 1.6786 -2.7885 -0.9713
H 3.9247 -2.1115 -2.3772
H 3.2755 -0.4485 -2.2910
H 6.7437 -3.6105 1.7763
H 7.2119 -4.3226 0.2396
H 9.1837 -2.7534 -0.0280
H 8.3678 -1.7262 1.1349
H 9.1774 -3.2307 1.6274
H 2.5504 -1.9969 1.2793
H 2.7621 -2.7417 2.7790
H 2.1675 0.0647 2.4810
H 3.1683 -0.3866 3.7825
H 3.8831 0.1097 2.2996
*
```

For the strongest force on any atom, the calculation gives 0.289 Eh/bohr. Its HOMO energy is -7.96 eV. The energy relative to the best compared isomer or geometry (same formula, charge and spin) is 1549.6 kcal/mol.

***

# 6
ORCA calculation (ωB97M-V/def2-TZVPD) on a 2-piece molecular cluster, C4H12N3 overall.

The geometry in ORCA input format:
```
! wB97M-V def2-TZVPD RIJCOSX def2/J DEFGRID3
* xyz 2 2
N -0.4741 -1.1895 -2.1582
C -0.4610 0.1354 -2.0724
N -1.4518 0.8319 -1.5857
H -1.0355 -1.7392 -1.5164
H 0.4118 -1.6243 -2.3891
H 0.3923 0.6250 -2.5265
H -1.2817 1.8027 -1.3600
H -2.2017 0.4200 -1.0430
C 0.3596 -1.3108 1.8089
C 0.6335 0.1063 1.3808
C 1.6566 0.4992 0.5264
N -0.1254 1.0381 2.0105
H -0.6826 -1.4664 2.0847
H 1.0491 -1.5822 2.6049
H 0.5380 -1.9831 0.9594
H 1.8839 1.5602 0.4693
H 2.3521 -0.2013 0.0843
H -0.3334 0.7866 2.9786
H 0.2473 1.9890 1.9822
*
```

For the strongest force on any atom, the calculation gives 0.048 Eh/bohr. Its HOMO energy (alpha / beta) is -19.37 / -19.85 eV. The energy relative to the best compared isomer or geometry (same formula, charge and spin) is 8.4 kcal/mol.

***

# 7
ORCA calculation (ωB97M-V/def2-TZVPD) on C4H2N2O as an isolated structure.

The geometry in ORCA input format:
```
! wB97M-V def2-TZVPD RIJCOSX def2/J DEFGRID3
* xyz 0 1
C -2.1700 -0.2078 0.0341
C -0.7440 -0.1508 0.0472
C 1.2062 0.7440 -0.1036
C 1.1988 -0.6522 -0.1006
H 1.9911 1.4993 0.3482
H 1.9277 -1.3224 -0.0273
N -3.3115 0.1186 -0.1000
N -0.1053 1.0706 -0.0682
O 0.0071 -1.0994 -0.0298
*
```

For the strongest force on any atom, the calculation gives 0.189 Eh/bohr. Its HOMO energy is -9.77 eV. The energy relative to the best compared isomer or geometry (same formula, charge and spin) is 39.3 kcal/mol.

***

# 8
ORCA calculation (ωB97M-V/def2-TZVPD) on the molecule C3H7NS2.

The geometry in ORCA input format:
```
! wB97M-V def2-TZVPD RIJCOSX def2/J DEFGRID3
* xyz 0 1
C 2.5943 -0.9110 -0.3024
C 0.2356 -0.1659 -0.0698
C -2.2865 1.1661 0.1232
H 2.4321 -1.8171 0.3602
H 3.2368 -1.0299 -1.1560
H 3.0060 -0.1401 0.3818
H 1.0674 -0.2660 -1.7768
H -1.9073 1.7666 0.9410
H -2.6179 0.1904 0.5580
H -3.1221 1.6335 -0.4533
N 1.3257 -0.3810 -0.8103
S 0.1176 -0.5567 1.5753
S -1.0323 0.6689 -1.0559
*
```

For the strongest force on any atom, the calculation gives 0.037 Eh/bohr. Its HOMO energy is -8.39 eV. The energy relative to the best compared isomer or geometry (same formula, charge and spin) is 8.6 kcal/mol. The SMILES is CNC(=S)SC.

***

> What is the strongest force on any atom in the fourth record?

0.020 Eh/bohr

***

> The lowest strongest force on any atom belongs to which entry?

C15H14BF2O5PdS

***

> What is the strongest force on any atom in the fifth record?

0.289 Eh/bohr